Formula: C4H9N3O
Source: the OMol25 dataset
Level of theory: ωB97M-V/def2-TZVPD

Summary:
* charge: 0
* relative energy (zero: lowest compared OMol25 entry of this formula, charge and spin): 126.4 kcal/mol
* spin multiplicity: 1
* HOMO-LUMO gap: 8.44 eV

Geometry as XYZ:
```
17
Properties=species:S:1:pos:R:3:forces:R:3
C 1.16875 0.00064 1.33752 -0.48 -0.32 -0.30
C -1.50880 -0.18302 0.42651 0.35 0.53 0.29
N 1.14640 -0.09308 -0.15931 -0.38 -0.05 -0.08
C 0.18725 -1.04164 -0.83502 1.72 -0.77 -0.21
C 0.32692 0.96192 0.62386 -0.35 -0.48 -0.36
N -0.10124 -0.50329 -2.09330 -0.37 -0.06 0.50
N 0.16521 2.18597 0.34973 0.36 -0.01 0.26
O 0.31082 -2.23127 -0.60988 -0.58 0.80 0.06
H 2.05904 0.01901 -0.60761 -0.36 0.35 -0.13
H -0.63216 -1.15711 -2.65279 -0.02 0.02 0.07
H -0.52757 0.41425 -2.06707 0.08 0.03 0.01
H 0.16281 2.76353 1.18975 -0.23 -0.10 -0.13
H 0.76022 -0.88558 1.80673 0.02 0.15 0.18
H 2.11821 0.37896 1.70531 -0.05 -0.11 -0.05
H -1.63293 -0.10218 1.50891 -0.07 0.12 -0.01
H -1.94148 -1.14350 0.14423 0.28 -0.15 -0.13
H -2.06146 0.61639 -0.06758 0.09 0.06 0.04
```
Positions in Å, forces in eV/Å.

Here is what Löwdin gives for the atomic charges, in e: atom 1 (C): 0.00, atom 2 (C): -0.05, atom 3 (N): 0.05, atom 4 (C): -0.61, atom 5 (C): -0.44, atom 6 (N): 0.15, atom 7 (N): 0.10, atom 8 (O): 0.05, atom 9 (H): 0.18, atom 10 (H): 0.11, atom 11 (H): 0.09, atom 12 (H): 0.05, atom 13 (H): 0.12, atom 14 (H): 0.12, atom 15 (H): 0.02, atom 16 (H): 0.02, atom 17 (H): 0.02

=====

Formula: C4H9N3O
Source: the OMol25 dataset
Level of theory: ωB97M-V/def2-TZVPD

Summary:
* charge: 0
* relative energy (zero: lowest compared OMol25 entry of this formula, charge and spin): 18.6 kcal/mol
* SMILES: CNC(=NC=O)NC
* spin multiplicity: 1
* HOMO-LUMO gap: 9.90 eV

Geometry as XYZ:
```
17
Properties=species:S:1:pos:R:3:forces:R:3
C 1.68028 0.27821 -2.01507 -0.46 -1.45 -0.26
C 0.12533 0.00958 -0.10307 1.96 0.43 0.37
C 1.30998 -0.03807 2.05755 0.12 1.06 0.30
C -2.08031 -0.17631 -0.50390 -1.85 -0.09 0.59
H 0.97276 -0.32762 -2.65097 0.64 0.39 1.00
H 1.55474 1.28048 -2.34733 0.22 0.90 -0.36
H 2.70257 -0.10136 -2.19082 -0.45 0.42 0.07
H 2.18992 -0.10846 -0.02213 -0.60 0.17 -0.08
H -0.73456 -0.45677 1.71590 1.03 0.99 -1.12
H 1.91544 0.86048 1.86362 -0.03 -0.43 -0.25
H 0.98585 0.09393 3.06499 -0.27 -0.01 0.83
H 1.88739 -0.93836 2.04880 0.67 -0.62 -0.30
H -2.82549 -0.35905 -1.30178 0.02 0.12 0.16
N 1.39927 0.20232 -0.57573 0.07 -0.44 -1.11
N 0.13248 -0.08078 1.25469 -2.53 -1.03 0.07
N -0.85721 -0.00494 -0.98961 1.46 -0.18 0.38
O -2.44777 -0.14998 0.67265 -0.01 -0.25 -0.31
```
Positions in Å, forces in eV/Å.

Here is what Löwdin gives for the atomic charges, in e: atom 1 (C): -0.08, atom 2 (C): -0.38, atom 3 (C): -0.10, atom 4 (C): -0.39, atom 5 (H): 0.09, atom 6 (H): 0.06, atom 7 (H): 0.09, atom 8 (H): 0.11, atom 9 (H): 0.15, atom 10 (H): 0.10, atom 11 (H): 0.08, atom 12 (H): 0.08, atom 13 (H): 0.11, atom 14 (N): 0.00, atom 15 (N): 0.02, atom 16 (N): 0.10, atom 17 (O): -0.03

=====

Formula: C4H9N3O
Source: the OMol25 dataset
Level of theory: ωB97M-V/def2-TZVPD

Summary:
* charge: 0
* relative energy (zero: lowest compared OMol25 entry of this formula, charge and spin): 59.3 kcal/mol
* SMILES: NC(N)=O.C=CN=C
* spin multiplicity: 1
* HOMO-LUMO gap: 9.36 eV

Geometry as XYZ:
```
17
Properties=species:S:1:pos:R:3:forces:R:3
C 0.72320 -1.23041 -0.74653 -1.28 -3.74 -2.39
N 1.69331 -0.59756 -1.48376 -0.62 0.31 0.75
N 1.11131 -1.63959 0.51033 0.75 0.38 -1.23
O -0.28803 -1.72166 -1.33215 2.10 1.56 1.60
H 1.54524 -0.60080 -2.48274 0.30 0.34 0.37
H 1.70789 -0.91793 0.91886 -0.78 -1.08 0.86
H 2.49310 -0.23039 -0.99134 0.04 -0.02 -0.75
H 0.43116 -2.23986 0.95723 0.28 0.73 0.49
C -1.34707 0.71751 -0.17088 0.10 2.09 1.67
C 0.42896 1.74872 1.05942 -1.10 -0.90 -0.79
C -2.45886 0.23109 0.39552 1.04 -0.56 -0.72
N -0.05281 0.70339 0.50345 -1.02 1.03 0.65
H -1.43117 1.48581 -0.93573 0.08 -0.37 -0.42
H -0.03349 2.73895 0.94682 0.07 -0.08 0.21
H 1.29748 1.64641 1.72212 -0.02 0.09 -0.47
H -2.39711 -0.49936 1.19422 -0.05 0.24 0.15
H -3.42312 0.40568 -0.06483 0.12 -0.02 0.00
```
Positions in Å, forces in eV/Å.

Here is what Löwdin gives for the atomic charges, in e: atom 1 (C): -0.70, atom 2 (N): 0.14, atom 3 (N): 0.12, atom 4 (O): -0.04, atom 5 (H): 0.11, atom 6 (H): 0.09, atom 7 (H): 0.09, atom 8 (H): 0.11, atom 9 (C): -0.21, atom 10 (C): -0.02, atom 11 (C): 0.02, atom 12 (N): -0.06, atom 13 (H): 0.10, atom 14 (H): 0.08, atom 15 (H): 0.07, atom 16 (H): 0.06, atom 17 (H): 0.05

=====

Total energy, respectively: -10806.98138; -10811.65440; -10809.89015 eV.